This record from the OMol25 dataset describes a molecular structure, C25H33N2O5PtS2. The level of theory is ωB97M-V with the def2-TZVPD basis set.

Geometry as XYZ:
```
68
Properties=species:S:1:pos:R:3:nbo_charge:R:1
Pt 0.243 0.511 0.051 0.99
C 0.467 4.613 -2.200 -0.25
O -0.442 4.601 -1.086 -0.49
C -0.543 3.464 -0.410 0.92
O 0.121 2.473 -0.731 -0.70
N -1.428 3.590 0.589 -0.45
N -1.726 2.552 1.463 -0.64
H 0.383 5.607 -2.624 0.22
H 0.181 3.859 -2.930 0.20
H 1.483 4.433 -1.854 0.19
H -1.873 4.492 0.681 0.40
H -2.716 2.340 1.427 0.37
H -1.443 2.789 2.405 0.37
C 3.128 1.593 -1.775 -0.82
S 2.970 2.007 -0.042 1.26
O 2.208 0.818 0.570 -0.94
C 4.628 1.710 0.492 -0.19
C 5.407 2.806 0.825 -0.22
C 6.719 2.598 1.229 -0.20
C 7.219 1.307 1.309 -0.17
C 6.419 0.215 0.988 -0.18
C 5.113 0.410 0.573 -0.23
H 3.529 0.584 -1.860 0.25
H 3.800 2.316 -2.237 0.25
H 2.132 1.652 -2.211 0.26
H 4.996 3.807 0.776 0.23
H 7.342 3.441 1.492 0.23
H 8.239 1.147 1.633 0.23
H 6.815 -0.788 1.064 0.23
H 4.471 -0.430 0.337 0.24
O -1.677 0.137 -0.482 -0.93
S -2.426 -0.724 0.560 1.29
C -4.056 -0.002 0.480 -0.19
C -4.503 0.637 -0.668 -0.24
C -5.776 1.188 -0.672 -0.19
C -6.584 1.094 0.455 -0.19
C -6.122 0.456 1.598 -0.20
C -4.846 -0.090 1.618 -0.23
C -2.741 -2.265 -0.267 -0.17
C -3.224 -3.317 0.495 -0.23
C -3.452 -4.537 -0.121 -0.20
C -3.182 -4.690 -1.474 -0.19
C -2.686 -3.628 -2.218 -0.19
C -2.460 -2.399 -1.615 -0.24
H -3.860 0.699 -1.535 0.24
H -6.141 1.687 -1.559 0.23
H -7.577 1.523 0.443 0.23
H -6.749 0.390 2.476 0.23
H -4.469 -0.575 2.511 0.23
H -3.400 -3.193 1.557 0.22
H -3.826 -5.371 0.458 0.23
H -3.351 -5.647 -1.951 0.23
H -2.468 -3.758 -3.269 0.23
H -2.051 -1.564 -2.168 0.24
C 0.430 -3.641 0.688 -0.62
C 1.157 -2.303 0.565 0.25
C 2.205 -2.185 1.669 -0.63
C 1.807 -2.206 -0.812 -0.63
O 0.158 -1.307 0.748 -0.80
H 1.139 -4.471 0.661 0.21
H -0.282 -3.765 -0.130 0.21
H -0.114 -3.683 1.632 0.21
H 2.975 -2.953 1.560 0.20
H 1.731 -2.308 2.644 0.22
H 2.677 -1.203 1.643 0.21
H 2.476 -3.053 -0.980 0.21
H 2.387 -1.285 -0.898 0.19
H 1.041 -2.207 -1.590 0.21
```

Calculated values
gap between HOMO and LUMO = 8.5 eV
total charge = +1


This record from the OMol25 dataset describes 3 unconnected molecules or ions with the total composition C4H15NO2. The level of theory is ωB97M-V with the def2-TZVPD basis set.

Geometry as XYZ:
```
22
Properties=species:S:1:pos:R:3:nbo_charge:R:1
C 2.729 1.542 -0.435 -0.61
C 1.368 0.913 -0.238 -0.26
C 0.932 0.650 1.146 -0.64
C 0.382 1.654 -1.160 -0.21
N -1.097 1.455 -1.040 -0.85
H 3.451 1.210 0.350 0.21
H 2.686 2.652 -0.397 0.21
H 3.224 1.169 -1.331 0.22
H 1.329 -0.117 -0.730 0.19
H 1.158 -0.321 1.595 0.24
H 1.021 1.440 1.896 0.21
H -0.148 0.474 1.272 0.21
H 0.628 1.729 -2.273 0.20
H 0.387 2.717 -0.901 0.17
H -1.505 2.134 -0.399 0.35
H -1.421 0.564 -0.715 0.35
O -2.417 -2.494 -0.586 -0.96
H -1.928 -2.931 -1.312 0.48
H -3.205 -2.145 -1.012 0.48
O -0.981 -2.817 2.008 -0.95
H -1.599 -2.742 1.282 0.48
H -1.394 -2.199 2.622 0.46
```

Calculated values
gap between HOMO and LUMO = 9.6 eV
SMILES = CC(C)CN.O.O
total charge = 0


This record from the OMol25 dataset describes 2 unconnected molecules or ions with the total composition C21H24NO4S. The level of theory is ωB97M-V with the def2-TZVPD basis set.

Geometry as XYZ:
```
51
Properties=species:S:1:pos:R:3:nbo_charge:R:1
C 1.437 5.331 0.794 -0.62
C 1.045 3.900 0.501 -0.04
C -0.141 3.390 1.006 -0.22
C -0.543 2.088 0.731 -0.18
C 0.249 1.264 -0.061 -0.04
C -0.143 -0.166 -0.429 -0.23
C -0.835 -0.103 -1.804 -0.60
C -1.091 -0.800 0.589 -0.63
C 1.440 1.787 -0.563 0.27
O 2.232 0.994 -1.383 -0.53
C 3.326 0.404 -0.693 -0.10
C 3.555 -0.984 -1.214 -0.10
C 3.499 -2.072 -0.434 0.17
N 3.223 -1.959 0.958 -0.53
C 2.351 -2.678 1.439 0.24
S 1.360 -3.562 2.234 0.15
C 3.772 -3.417 -1.007 0.46
O 3.819 -4.414 -0.319 -0.49
C 4.011 -3.517 -2.465 -0.23
C 4.084 -2.444 -3.245 -0.22
C 3.882 -1.090 -2.668 0.50
O 3.986 -0.102 -3.359 -0.48
C 1.845 3.085 -0.287 -0.23
H 2.498 5.505 0.616 0.21
H 0.863 6.023 0.176 0.21
H 1.220 5.551 1.840 0.21
H -0.780 4.021 1.614 0.21
H -1.482 1.726 1.129 0.25
H 0.785 -0.738 -0.512 0.18
H -1.697 0.560 -1.710 0.22
H -1.148 -1.090 -2.142 0.20
H -0.159 0.357 -2.530 0.20
H -0.588 -1.148 1.493 0.19
H -1.926 -0.134 0.810 0.28
H -1.551 -1.678 0.128 0.21
H 4.235 0.993 -0.875 0.19
H 3.138 0.396 0.379 0.21
H 4.135 -4.511 -2.876 0.23
H 4.291 -2.520 -4.304 0.23
H 2.772 3.454 -0.712 0.20
C -4.817 -2.109 1.838 -0.63
C -5.084 -0.585 1.861 0.13
C -6.589 -0.367 1.581 -0.63
O -4.327 0.047 0.940 -0.97
H -5.041 -2.516 0.848 0.18
H -3.767 -2.311 2.067 0.19
H -5.431 -2.651 2.577 0.16
H -4.931 -0.272 2.930 0.06
H -6.846 -0.742 0.587 0.18
H -6.829 0.698 1.623 0.19
H -7.228 -0.884 2.316 0.16
```

Calculated values
gap between HOMO and LUMO = 2.8 eV
total charge = -1


This record from the OMol25 dataset describes a single C2H5NS molecule. The level of theory is ωB97M-V with the def2-TZVPD basis set.

Geometry as XYZ:
```
9
Properties=species:S:1:pos:R:3:nbo_charge:R:1
C -2.394 0.053 0.027 -0.64
C -0.888 -0.281 -0.021 0.14
N 0.015 0.507 -0.098 -0.55
S 1.618 -0.137 0.018 0.14
H -2.913 -0.309 0.902 0.22
H -2.341 1.039 0.110 0.22
H -2.771 -0.404 -0.837 0.22
H -0.556 -1.374 0.010 0.12
H 2.288 1.059 0.171 0.13
```

Calculated values
gap between HOMO and LUMO = 10.0 eV
SMILES = C/C=N/S
total charge = 0


This record from the OMol25 dataset describes a molecular structure, C30H33ClGeN3O3S2Sc. The level of theory is ωB97M-V with the def2-TZVPD basis set.

Geometry as XYZ:
```
74
Properties=species:S:1:pos:R:3:mulliken_charge:R:1
Sc -0.086 0.031 -0.253 -0.78
C 3.787 1.712 -1.211 -0.26
C 3.900 0.625 -0.355 -0.45
C 3.159 0.583 0.817 -0.03
C 2.299 1.631 1.133 -1.15
C 2.171 2.711 0.261 -0.13
C 2.919 2.751 -0.907 -0.59
H 4.367 1.742 -2.124 0.41
H 4.570 -0.190 -0.598 0.41
H 3.264 -0.252 1.498 0.44
H 1.790 1.634 2.090 0.73
H 1.518 3.538 0.513 0.38
H 2.820 3.590 -1.583 0.41
C -2.603 4.237 2.852 -0.71
C -3.642 3.810 2.032 -0.59
C -3.427 2.874 1.035 -0.51
C -2.151 2.336 0.854 -0.27
C -1.117 2.752 1.693 0.41
C -1.335 3.701 2.674 -0.60
N -1.846 1.393 -0.139 0.83
N -2.831 1.201 -0.996 -0.91
C -2.629 0.226 -1.914 0.17
C -3.543 0.162 -2.991 -0.52
C -3.378 -0.789 -3.956 -0.30
C -2.307 -1.693 -3.857 -1.26
C -1.464 -1.584 -2.780 -0.11
N -1.605 -0.655 -1.819 0.43
H -2.780 4.976 3.621 0.46
H -4.636 4.216 2.167 0.41
H -4.231 2.551 0.391 0.46
H -0.136 2.306 1.588 0.19
H -0.516 4.010 3.310 0.46
H -4.343 0.887 -3.016 0.51
H -4.065 -0.845 -4.789 0.39
H -2.140 -2.460 -4.598 0.44
H -0.628 -2.264 -2.661 0.47
C 2.483 -3.120 0.987 -1.06
Ge 0.624 -2.811 1.546 0.71
C -0.621 -3.699 0.309 -1.00
C 0.436 -3.718 3.281 -1.36
C 0.071 -0.940 1.710 -0.08
H 2.554 -4.094 0.504 0.41
H 3.133 -3.133 1.861 0.39
H 2.836 -2.365 0.289 0.02
H -0.276 -4.696 0.039 0.37
H -0.747 -3.126 -0.610 0.21
H -1.599 -3.791 0.783 0.35
H 0.670 -4.779 3.208 0.38
H -0.582 -3.612 3.654 0.35
H 1.109 -3.267 4.010 0.36
H 0.711 -0.466 2.462 0.09
H -0.934 -1.000 2.157 0.12
C -3.718 2.225 6.109 -0.70
O -2.291 2.089 6.090 -0.36
C -1.781 1.341 5.139 0.44
S -0.134 1.091 4.999 -0.14
S -2.584 0.520 3.950 -0.13
H -4.188 1.247 6.203 0.36
H -4.055 2.715 5.196 0.28
H -3.932 2.839 6.979 0.26
Cl 3.935 -2.409 -7.217 -0.21
C 3.204 -1.824 -5.756 0.47
C 3.173 -2.647 -4.640 -1.03
C 2.581 -2.180 -3.479 -0.09
C 2.032 -0.903 -3.444 -0.28
C 2.076 -0.088 -4.571 -0.35
C 2.664 -0.547 -5.736 -0.90
C 1.371 -0.409 -2.215 1.49
O 0.888 0.746 -2.161 -0.78
O 1.266 -1.180 -1.195 0.36
H 3.607 -3.635 -4.687 0.44
H 2.540 -2.797 -2.592 0.46
H 1.644 0.901 -4.520 0.49
H 2.704 0.070 -6.622 0.44
```

Calculated values
gap between HOMO and LUMO (spin up / spin down) = 7.5 / 4.7 eV
total charge = 0


This record from the OMol25 dataset describes 2 unconnected molecules or ions with the total composition C24H33OSi. The level of theory is ωB97M-V with the def2-TZVPD basis set.

Geometry as XYZ:
```
59
Properties=species:S:1:pos:R:3:nbo_charge:R:1
C -0.237 -2.554 -2.904 -0.64
C -1.145 -1.760 -2.049 -0.12
C -2.132 -2.396 -1.135 -0.64
C -1.288 -0.467 -2.462 0.17
O -2.272 0.294 -1.998 -0.84
Si -2.612 1.894 -2.490 1.88
C -3.916 2.489 -1.299 -1.14
C -1.009 2.815 -2.276 -1.15
C -3.265 1.821 -4.235 -1.15
H -0.271 -3.615 -2.648 0.21
H -0.514 -2.439 -3.962 0.22
H 0.801 -2.220 -2.826 0.21
H -1.961 -3.476 -1.101 0.21
H -2.066 -2.031 -0.101 0.21
H -3.167 -2.229 -1.473 0.24
H -0.634 -0.009 -3.219 0.16
H -4.196 3.530 -1.519 0.25
H -4.822 1.875 -1.367 0.25
H -3.546 2.450 -0.267 0.24
H -1.107 3.865 -2.591 0.25
H -0.709 2.810 -1.217 0.24
H -0.193 2.363 -2.857 0.24
H -3.467 2.830 -4.629 0.25
H -2.558 1.334 -4.922 0.24
H -4.209 1.258 -4.273 0.25
C 5.869 0.144 -2.895 -0.65
C 4.756 -0.342 -2.027 0.09
C 4.192 -1.607 -2.236 -0.22
C 3.135 -2.060 -1.458 -0.11
C 2.573 -1.258 -0.416 -0.19
C 1.475 -1.715 0.383 0.08
C 1.106 -1.085 1.578 -0.33
C 0.078 -1.469 2.441 0.07
C -0.354 -0.689 3.563 -0.18
C -1.335 -1.191 4.472 -0.11
C -1.786 -0.431 5.546 -0.22
C -1.280 0.853 5.790 0.09
C -1.799 1.668 6.932 -0.65
C -0.285 1.348 4.935 -0.25
C 0.169 0.610 3.849 -0.05
C 3.178 0.023 -0.216 -0.05
C 4.243 0.451 -0.992 -0.25
H 6.180 1.147 -2.590 0.23
H 6.743 -0.517 -2.852 0.24
H 5.561 0.187 -3.948 0.24
H 4.616 -2.251 -3.013 0.23
H 2.736 -3.070 -1.599 0.23
H 0.964 -2.626 0.073 0.23
H 1.691 -0.212 1.879 0.21
H -0.404 -2.442 2.293 0.23
H -1.733 -2.189 4.297 0.23
H -2.554 -0.826 6.211 0.23
H -1.290 2.633 6.971 0.23
H -2.875 1.849 6.843 0.24
H -1.648 1.158 7.889 0.24
H 0.121 2.338 5.136 0.23
H 0.931 1.043 3.198 0.20
H 2.808 0.679 0.573 0.20
H 4.713 1.416 -0.791 0.23
```

Calculated values
gap between HOMO and LUMO = 4.7 eV
total charge = +1